Record 1
This record from OMol25 describes a 6-piece molecular cluster, C27H50N2O14S5 overall. The level of theory is wB97M-V/def2-TZVPD.

The geometry in XYZ format:
```
98
Properties=species:S:1:pos:R:3:mulliken_charge:R:1
C 0.40471 -2.56611 -2.84448 -0.7619
C 0.42987 -1.32571 -3.33213 -0.0921
C -0.62097 -0.61305 -4.16766 0.3838
C -1.23709 -1.43359 -5.35907 0.2585
O -1.70035 -0.74662 -6.30143 -0.7784
O -1.23811 -2.69111 -5.27298 -0.7583
N -1.70165 -0.04657 -3.32757 0.2532
C -2.59701 -1.05872 -2.77439 -1.0317
C -3.83452 -1.28087 -3.67019 0.2775
N -4.08237 -2.72586 -3.88208 -0.9682
C -1.21113 0.91477 -2.30958 0.3093
O -0.77494 0.44009 -1.23709 -0.7975
O -1.29875 2.10541 -2.61520 -0.8250
H 1.07240 -2.83728 -2.02603 0.2333
H -0.25181 -3.33242 -3.23836 0.2797
H 1.28497 -0.70297 -3.06750 0.2567
H -0.12775 0.24360 -4.63970 0.1300
H -2.10135 -2.01993 -2.57845 0.1793
H -2.92610 -0.69989 -1.79484 0.4411
H -4.72835 -0.85568 -3.21574 0.0452
H -3.65542 -0.76603 -4.61936 0.3035
H -4.56779 -2.85542 -4.76226 0.2455
H -3.17323 -3.16564 -3.99989 0.3518
C 0.15462 2.22885 1.09725 -0.2414
C -0.64990 2.42208 2.38807 -0.8510
C -0.07649 1.46259 3.43913 -0.7562
S 1.65430 1.23982 3.00369 1.2342
O 1.88033 -0.14648 2.66519 -0.6873
O 2.49765 1.86239 4.00844 -0.7412
C 1.62012 2.23216 1.52197 -0.8596
H -0.04818 3.00784 0.36568 0.4659
H -0.10746 1.28267 0.61254 0.1878
H -0.54628 3.45121 2.74608 0.2937
H -1.70960 2.23470 2.22261 0.3837
H -0.12278 1.86101 4.45037 0.4472
H -0.54453 0.48086 3.40056 0.3929
H 2.29010 1.79660 0.78365 0.4355
H 1.96127 3.22931 1.80569 0.3432
C -9.33570 2.13701 -4.33777 -0.5479
C -8.55228 2.31762 -5.64664 -0.5932
C -7.08277 1.99648 -5.35173 -0.7647
S -7.08691 0.81767 -3.98889 1.2829
O -6.49162 1.43961 -2.83963 -0.6645
O -6.67885 -0.46746 -4.47478 -0.6115
C -8.87130 0.80748 -3.75456 -0.8221
H -10.41345 2.14634 -4.50471 0.3355
H -9.09453 2.94811 -3.64691 0.2900
H -8.93924 1.62611 -6.39858 0.2943
H -8.65801 3.32708 -6.04405 0.3157
H -6.56796 1.53555 -6.19036 0.3874
H -6.52991 2.87091 -5.01461 0.3964
H -9.08216 0.68707 -2.69467 0.3845
H -9.26746 -0.03705 -4.31779 0.3341
C 4.14254 -0.97788 4.94597 0.0181
C 4.35821 -2.36551 4.33400 -0.7846
C 5.46594 -3.05655 5.14063 -0.7046
S 5.38209 -2.35659 6.79462 1.2163
O 6.59870 -1.62173 7.06255 -0.6891
O 4.92395 -3.35442 7.73956 -0.7185
C 4.06523 -1.19398 6.45383 -0.5820
H 3.24405 -0.51191 4.55711 -0.2790
H 4.98614 -0.32645 4.70742 0.3721
H 3.43327 -2.94051 4.40042 0.3250
H 4.62493 -2.30136 3.28108 0.3831
H 5.33265 -4.13284 5.21931 0.3695
H 6.45717 -2.83227 4.75085 0.3291
H 4.22777 -0.29062 7.03782 0.3778
H 3.12729 -1.66506 6.74845 0.3751
C 4.65742 0.08337 11.56050 -0.6368
C 4.96218 -1.16627 10.72283 -0.3791
C 3.65098 -1.94134 10.55825 -0.5265
S 2.33421 -0.72315 10.64262 1.1194
O 1.53822 -0.96925 11.82149 -0.6876
O 1.70392 -0.57990 9.35605 -0.6182
C 3.39465 0.68919 10.95733 -0.7338
H 5.48378 0.79311 11.54725 0.3463
H 4.47188 -0.19885 12.59968 0.3086
H 5.33840 -0.86778 9.74215 0.0731
H 5.72523 -1.78968 11.18560 0.3409
H 3.59356 -2.45733 9.60210 0.2401
H 3.49224 -2.64843 11.37032 0.3894
H 2.87057 1.38057 11.61291 0.4213
H 3.59515 1.16197 9.99603 0.3499
C 0.82519 0.74815 -9.62164 -0.7369
C 2.32128 0.44165 -9.76182 -0.6309
C 3.04901 1.30368 -8.72906 -0.6847
S 1.87567 1.56684 -7.37297 1.1854
O 1.58181 2.98010 -7.33350 -0.6957
O 2.36716 0.88388 -6.20938 -0.6330
C 0.50696 0.69426 -8.13110 -0.5773
H 0.21417 0.03244 -10.17097 0.3338
H 0.61469 1.74637 -10.01566 0.3357
H 2.49615 -0.61603 -9.55468 0.3031
H 2.68641 0.64442 -10.77016 0.3289
H 3.93570 0.82645 -8.31901 0.3332
H 3.30590 2.28407 -9.12695 0.3296
H -0.42650 1.17428 -7.84929 0.4779
H 0.49982 -0.32768 -7.75182 0.3160
```

Properties
- LUMO: 2.950 eV
- Maximum force: 0.875 eV/Å
- HOMO energy: -0.969 eV
- Total charge: -2
- HOMO-LUMO gap: 3.919 eV



Record 2
This record from OMol25 describes C20H24N2O4P2Sm as an isolated structure. The level of theory is wB97M-V/def2-TZVPD.

The geometry in XYZ format:
```
53
Properties=species:S:1:pos:R:3:mulliken_charge:R:1
C 2.86205 -3.73952 -2.26591 -0.4669
C 2.69048 -2.70390 -1.35373 -0.2993
C 2.73893 -1.37185 -1.87004 0.7543
C 3.14329 -1.13995 -3.21300 0.8321
C 3.21937 -2.23923 -4.12085 -0.8202
C 3.07018 -3.52840 -3.64920 -0.9815
C 3.44149 0.17411 -3.60462 -1.0974
C 3.53427 1.21359 -2.66859 0.7624
C 3.12620 0.91851 -1.34147 0.8637
C 3.41363 1.83669 -0.27548 -0.0758
C 3.90443 3.07653 -0.65270 -0.4910
C 4.10685 3.44628 -1.99445 -1.0259
C 3.98092 2.51724 -2.99116 -0.8201
H 2.79118 -4.75266 -1.86447 0.4162
H 3.35470 -1.98484 -5.17656 0.4322
H 3.06051 -4.38616 -4.32135 0.4021
H 3.68907 0.35805 -4.64925 0.4787
H 4.09556 3.82114 0.12003 0.4276
H 4.36732 4.46616 -2.25715 0.4086
H 4.12079 2.69463 -4.05513 0.4553
N 2.46346 -0.26868 -1.08520 0.4631
Sm 0.34107 -0.02227 -0.44746 0.2554
C 2.45932 -2.97005 0.13402 -1.0649
H 3.12044 -2.34807 0.76366 0.3628
H 2.61224 -4.03236 0.33546 0.5969
C 3.20702 1.47096 1.19625 -1.3715
H 3.66883 0.50001 1.43821 0.3662
H 3.63742 2.24167 1.84798 0.5864
P 0.71789 -2.59129 0.59105 0.6828
P 1.40248 1.41045 1.63457 1.2460
C 1.03172 3.20207 1.62918 -1.4021
H -0.04123 3.32547 1.86124 0.3781
H 1.65879 3.68885 2.39996 0.4469
H 1.23117 3.66725 0.64796 0.3356
C 1.48361 0.94748 3.36986 -1.2148
H 2.05725 1.68425 3.93758 0.4107
H 0.46269 0.89062 3.75841 0.3864
H 1.95136 -0.03639 3.47595 0.3373
C -0.17704 -3.86886 -0.34792 -1.2696
H 0.07732 -4.88625 0.00443 0.3808
H -1.25950 -3.68419 -0.20245 0.4167
H 0.05276 -3.79361 -1.43023 0.3712
C 0.74931 -3.20859 2.28868 -1.1855
H -0.23805 -3.06572 2.76124 0.3971
H 1.02773 -4.27853 2.32869 0.3999
H 1.49873 -2.61622 2.84778 0.3248
C -0.19017 2.42807 -1.52479 0.2657
O -0.81678 3.34092 -1.81845 -0.2682
H 0.26122 0.99333 -2.18723 -0.0909
O -3.74854 -0.36462 0.15239 -0.5074
N -2.80967 0.39254 0.42840 0.8445
O -2.69457 1.09717 1.43303 -0.5076
O -1.81671 0.41156 -0.55986 -0.5281
```

Properties
- Energy relative to the best compared isomer or geometry (same formula, charge and spin): 304.1 kJ/mol
- LUMO (spin up / spin down): -4.707 / -4.708 eV
- Maximum force: 4.125 eV/Å
- Spin multiplicity: 6
- HOMO energy (spin up / spin down): -10.683 / -10.598 eV
- Total charge: +1
- HOMO-LUMO gap (spin up / spin down): 5.975 / 5.890 eV



Record 3
This record from OMol25 describes C37H29F3IN2O2PRu as an isolated structure. The level of theory is wB97M-V/def2-TZVPD.

The geometry in XYZ format:
```
76
Properties=species:S:1:pos:R:3:mulliken_charge:R:1
Ru -0.37576 0.98788 0.16120 -0.2153
N -2.18356 2.43788 -0.88070 0.1376
C -3.47516 2.23608 -0.33740 0.1919
C -4.23396 3.31038 0.10950 -1.0594
C -5.53566 3.10358 0.52740 -0.6593
C -6.08646 1.82918 0.49990 -0.8876
C -5.31636 0.75208 0.09990 -0.6029
C -3.99286 0.93598 -0.29720 0.6526
C -3.14726 -0.22952 -0.60700 0.3206
C -3.73206 -1.21182 -1.44880 -0.7621
C -2.96896 -2.28112 -1.92450 -1.1012
C -1.76606 -2.58062 -1.36830 -0.9815
C -1.33396 -1.82922 -0.14820 1.1809
C -1.87936 -0.42232 -0.09470 -0.1044
H -1.94696 3.42778 -0.81410 0.2687
H -2.13326 2.11948 -1.84980 0.3032
H -3.81616 4.30678 0.09950 0.4481
H -6.12736 3.94108 0.85400 0.4365
H -7.10716 1.67148 0.81170 0.4142
H -5.73306 -0.24192 0.12400 0.5923
H -4.73176 -1.05142 -1.81530 0.6390
H -3.34676 -2.87472 -2.74200 0.4678
H -1.15866 -3.40032 -1.72040 0.5337
H -1.75276 -2.38072 0.72510 0.6622
F 4.91174 1.50928 -0.14780 -0.2509
C 4.31114 1.67198 1.04080 0.7660
F 4.41024 0.51308 1.68300 -0.1750
F 4.95554 2.60288 1.71590 -0.2278
C 2.82134 2.03388 0.76030 0.1247
O 2.65194 3.32698 0.77880 -0.2379
O 2.01154 1.17388 0.49300 0.4242
I -1.09066 2.09088 2.41710 -0.2197
C 1.62784 3.97628 0.10720 0.1507
C 1.58854 5.35438 0.28470 -0.7751
C 0.73684 6.08368 -0.52380 -0.3392
C 0.03494 5.40998 -1.51640 -0.9012
C 0.14724 4.03458 -1.60070 -0.7487
N 0.88094 3.29918 -0.75830 0.4372
H 2.24054 5.81548 1.00700 0.5228
H 0.66244 7.15398 -0.41850 0.4944
H -0.56716 5.94428 -2.23270 0.4916
H -0.33456 3.48728 -2.40040 0.6750
C 1.18134 -6.54422 -0.16560 -0.6092
C 0.90304 -5.97612 1.06870 -0.8117
C 0.72454 -4.60842 1.18050 -0.8218
C 0.83014 -3.80892 0.04230 1.0518
C 1.12694 -4.37922 -1.19740 -0.3790
C 1.29984 -5.74682 -1.29480 -0.9130
P 0.47714 -2.04902 0.15800 1.4719
C 1.42124 -1.18232 -1.11750 1.1527
C 0.85864 -0.13672 -1.86140 -0.4094
C 1.63884 0.52568 -2.80000 -1.0901
C 2.95634 0.14398 -3.00890 -0.8249
C 3.50724 -0.89902 -2.27950 -1.0033
C 2.74704 -1.55702 -1.32940 -0.8847
C 0.88684 -1.46872 1.82060 1.4213
C -0.08786 -1.26112 2.80100 -0.6291
C 0.30184 -0.90902 4.08410 -0.8004
C 1.64554 -0.77752 4.40140 -0.7377
C 2.61374 -1.03292 3.44140 -0.5288
C 2.23994 -1.37892 2.15620 -0.8386
H 1.30614 -7.61232 -0.24940 0.4394
H 0.82224 -6.60052 1.94540 0.4610
H 0.50634 -4.16282 2.14200 0.3821
H 1.22324 -3.75502 -2.07630 0.4871
H 1.52394 -6.19072 -2.25280 0.4523
H -0.22746 0.07238 -1.81780 0.5999
H 1.21264 1.32048 -3.39310 0.5274
H 3.54874 0.64898 -3.75520 0.4694
H 4.52514 -1.20552 -2.45770 0.4857
H 3.16964 -2.37052 -0.75760 0.5291
H -1.14276 -1.37322 2.58120 0.4204
H -0.45116 -0.73442 4.83850 0.5282
H 1.93744 -0.48672 5.39870 0.4575
H 3.66034 -0.96482 3.69110 0.5591
H 2.99444 -1.57662 1.41030 0.2988
```

Properties
- LUMO (spin up / spin down): -6.786 / -7.727 eV
- Maximum force: 1.140 eV/Å
- Spin multiplicity: 5
- HOMO energy (spin up / spin down): -12.629 / -13.449 eV
- Total charge: +2
- HOMO-LUMO gap (spin up / spin down): 5.843 / 5.721 eV



Record 4
This record from OMol25 describes a 2-piece molecular cluster, C16H25S overall. The level of theory is wB97M-V/def2-TZVPD.

The geometry in XYZ format:
```
42
Properties=species:S:1:pos:R:3:mulliken_charge:R:1
C -2.57605 -0.80140 3.50413 -0.6640
C -2.00451 0.48146 2.86761 -0.4191
C -0.47885 0.62358 2.88276 -0.7659
S 0.37410 -0.70804 2.01778 -0.0042
C -0.38625 -2.08362 2.91809 -0.7813
C -1.91858 -2.07101 2.93870 -0.5184
H -2.50564 -0.77093 4.61691 0.3216
H -3.65960 -0.83911 3.27765 0.3117
H -2.36373 0.57537 1.82694 0.1439
H -2.40520 1.33534 3.42413 0.3525
H -0.18346 1.52354 2.32485 0.3874
H -0.06004 0.70586 3.89658 0.4357
H -0.03012 -2.98466 2.39819 0.3637
H 0.03364 -2.10579 3.93617 0.5051
H -2.24404 -2.90411 3.57543 0.3629
H -2.30922 -2.26783 1.92345 0.1966
C 0.13481 -2.25208 -0.53601 -1.5650
C -0.26985 -0.81811 -0.51678 0.2839
C 0.34807 0.11024 -1.39328 0.9372
C -0.34256 1.02284 -2.28211 0.8180
C -1.81052 0.97904 -2.57544 -1.4794
C 0.37970 2.01031 -2.92615 -0.8255
C 1.77021 2.12250 -2.80487 0.3483
C 2.52032 3.20212 -3.49306 -1.4981
C 2.43295 1.12916 -2.08460 -0.9403
C 1.77472 0.10865 -1.43329 0.8641
C 2.62008 -0.87200 -0.68399 -1.4147
H -0.64418 -2.97876 -0.25714 0.3346
H 0.57184 -2.53557 -1.50259 0.4581
H 0.93464 -2.46110 0.19552 0.3787
H -1.22790 -0.54220 -0.01332 0.2979
H -2.06540 1.80438 -3.26098 0.3691
H -2.09600 0.04595 -3.06980 0.3463
H -2.42885 1.07860 -1.67964 0.3032
H -0.12001 2.76917 -3.52389 0.3881
H 3.59858 3.14256 -3.30208 0.3447
H 2.38224 3.21200 -4.57915 0.3587
H 2.17442 4.17147 -3.12916 0.3624
H 3.50893 1.16577 -1.99094 0.2798
H 3.66364 -0.52978 -0.72663 0.4227
H 2.32275 -0.91874 0.37605 0.3016
H 2.58494 -1.87509 -1.13602 0.2973
```

Properties
- Energy relative to the best compared isomer or geometry (same formula, charge and spin): 17.1 kJ/mol
- LUMO: -4.883 eV
- Maximum force: 1.492 eV/Å
- HOMO energy: -12.134 eV
- Total charge: +1
- HOMO-LUMO gap: 7.250 eV